Entry 1:
{
  "formula": "C46H54ClO8P2",
  "method": "ωB97M-V with the def2-TZVPD basis set",
  "symbols": ["C", "C", "C", "C", "C", "P", "Cl", "C", "C", "C", "C", "C", "C", "C", "C", "C", "C", "O", "C", "C", "C", "O", "P", "O", "O", "H", "H", "H", "H", "H", "H", "H", "H", "H", "H", "H", "H", "H", "H", "H", "H", "H", "H", "H", "H", "H", "H", "H", "H", "H", "H", "H", "H", "H", "H", "H", "H", "H", "H", "H", "H", "H", "H", "C", "C", "C", "C", "C", "C", "C", "O", "C", "C", "C", "C", "C", "C", "C", "O", "H", "H", "H", "H", "H", "H", "H", "H", "C", "C", "C", "C", "C", "C", "C", "O", "C", "C", "C", "C", "C", "C", "C", "O", "H", "H", "H", "H", "H", "H", "H", "H"],
  "xyz": [[-4.20135, -4.59322, 3.78996], [-5.10311, -4.37054, 3.03275], [-6.13608, -4.10036, 2.03865], [-6.26220, -2.60201, 1.67815], [-5.09352, -2.15494, 0.79944], [-4.78013, -0.25004, 0.65073], [-4.77456, -0.45304, -1.64921], [-2.89226, -0.40967, 0.82846], [-2.00725, -0.29505, -0.40947], [-0.53077, -0.15964, 0.01255], [0.47055, -0.61363, -1.04083], [0.44488, -2.13801, -1.24691], [1.72854, -2.84395, -0.82417], [1.51601, -4.36199, -0.68232], [1.32645, -4.79207, 0.77089], [0.57961, -6.12974, 0.92805], [-0.84873, -5.97414, 1.47801], [-4.99967, 0.04859, 2.35038], [-4.25699, -0.55332, 3.36059], [-5.02803, -0.49749, 4.68838], [-4.08453, -0.24689, 5.85538], [-5.78960, -1.68138, 4.91586], [-7.01532, 0.42336, 0.32859], [-7.75128, -0.71862, -0.62840], [-7.83794, 0.24103, 1.77012], [-3.41397, -4.70254, 4.49466], [-7.09476, -4.49177, 2.38532], [-5.88483, -4.65598, 1.13058], [-7.22630, -2.50844, 1.17485], [-6.31035, -2.04269, 2.60643], [-4.20026, -2.67402, 1.15536], [-5.26658, -2.53135, -0.21082], [-4.58208, 1.16996, 0.43383], [-2.60738, -1.34564, 1.31733], [-2.61164, 0.43479, 1.46734], [-2.27072, 0.59480, -0.98130], [-2.09485, -1.19028, -1.02382], [-0.39100, -0.78801, 0.90053], [-0.32135, 0.87804, 0.28501], [1.47941, -0.30114, -0.75964], [0.25932, -0.12186, -1.99319], [0.21586, -2.39583, -2.28257], [-0.36615, -2.55476, -0.63929], [2.51971, -2.64929, -1.55263], [2.05619, -2.43330, 0.13492], [0.61709, -4.63270, -1.24495], [2.33695, -4.91244, -1.14763], [0.75437, -4.00977, 1.27570], [2.30156, -4.85628, 1.25723], [1.14002, -6.76381, 1.61732], [0.54332, -6.66068, -0.02410], [-1.52462, -6.70073, 1.02634], [-1.25632, -4.98615, 1.26608], [-0.87974, -6.14928, 2.55242], [-4.02560, -1.60857, 3.16159], [-3.29224, -0.04614, 3.50885], [-5.73283, 0.33024, 4.61732], [-3.38910, -1.08310, 5.97743], [-4.64397, -0.12025, 6.78270], [-3.49793, 0.65766, 5.69697], [-5.18783, -2.37909, 5.20074], [-7.25345, -1.54289, -0.66595], [-8.15487, -0.65660, 1.91613], [2.09109, 4.74121, -3.39632], [2.77018, 5.48614, -4.35498], [3.55500, 4.85264, -5.30338], [3.67133, 3.46770, -5.29319], [3.00040, 2.72266, -4.32192], [2.20521, 3.36164, -3.37838], [3.13384, 1.23950, -4.25785], [2.55343, 0.60033, -3.41022], [4.02245, 0.57862, -5.25768], [4.20083, -0.79766, -5.19067], [5.01164, -1.43296, -6.11539], [5.64241, -0.69746, -7.11358], [5.47010, 0.67433, -7.18202], [4.66404, 1.31917, -6.25134], [4.51197, 2.80256, -6.32885], [5.06064, 3.44198, -7.20186], [1.47228, 5.23872, -2.66127], [2.68385, 6.56483, -4.36147], [4.08433, 5.41866, -6.05744], [1.68575, 2.76697, -2.63874], [3.69776, -1.35420, -4.41141], [5.15183, -2.50463, -6.06160], [6.27099, -1.19785, -7.83866], [5.95546, 1.26001, -7.95051], [0.62870, 3.59250, 4.35847], [1.05805, 4.90339, 4.53741], [2.07638, 5.41711, 3.75270], [2.67737, 4.61809, 2.78747], [2.25880, 3.29631, 2.62242], [1.22829, 2.78860, 3.40412], [2.90461, 2.40406, 1.61853], [2.54085, 1.26047, 1.46663], [4.00705, 2.97361, 0.78905], [4.63160, 2.15736, -0.14648], [5.64193, 2.66985, -0.94196], [6.02960, 3.99948, -0.80940], [5.41130, 4.81522, 0.12267], [4.39951, 4.30512, 0.92786], [3.75159, 5.19919, 1.93248], [4.08433, 6.36101, 2.04129], [-0.17640, 3.19798, 4.96408], [0.59085, 5.52678, 5.28851], [2.41303, 6.43746, 3.87377], [0.90501, 1.76790, 3.25042], [4.31107, 1.12863, -0.24270], [6.12814, 2.03380, -1.67050], [6.81564, 4.39879, -1.43717], [5.70004, 5.85105, 0.23638]],
  "homo_energy_ev": -3.31,
  "spin_multiplicity": 1,
  "total_charge": -1,
  "e_lumo_ev": 0.2999
}



Entry 2:
{
  "formula": "C46H54F11N4O4P2S",
  "method": "ωB97M-V with the def2-TZVPD basis set",
  "symbols": ["C", "C", "O", "O", "C", "C", "C", "C", "C", "F", "F", "C", "F", "F", "C", "F", "F", "F", "O", "C", "P", "S", "C", "N", "N", "P", "N", "C", "C", "C", "C", "N", "C", "C", "C", "C", "C", "C", "C", "O", "H", "H", "H", "H", "H", "H", "H", "H", "H", "H", "H", "H", "H", "H", "H", "H", "H", "H", "H", "H", "H", "H", "H", "H", "H", "H", "H", "H", "H", "H", "H", "H", "H", "H", "F", "C", "C", "C", "C", "C", "C", "H", "H", "H", "H", "H", "F", "C", "C", "C", "C", "C", "C", "H", "H", "H", "H", "H", "F", "C", "C", "C", "C", "C", "C", "H", "H", "H", "H", "H", "F", "C", "C", "C", "C", "C", "C", "H", "H", "H", "H", "H"],
  "xyz": [[-0.32395, -2.97611, 6.85414], [-0.16940, -4.38297, 6.33072], [-0.74300, -5.31760, 6.85318], [0.68736, -4.60694, 5.26283], [0.16295, -4.11910, 4.03857], [1.27436, -4.07106, 2.99880], [0.78561, -3.16743, 1.87346], [1.81349, -3.01238, 0.68994], [1.14682, -3.83698, -0.46196], [0.85665, -5.01196, 0.10627], [0.01274, -3.19342, -0.79611], [1.77913, -4.28028, -1.83979], [0.98949, -5.33067, -2.20370], [1.57007, -3.42227, -2.84435], [3.21175, -4.90943, -1.89486], [3.43437, -5.68935, -0.84936], [4.18885, -4.01598, -2.06977], [3.24225, -5.69803, -2.98217], [2.98816, -3.70260, 1.11170], [4.28170, -3.23146, 0.77812], [5.24884, -3.06397, 2.37138], [7.12730, -2.72739, 2.05736], [4.46958, -1.92790, -0.03206], [3.20746, -1.19520, -0.43208], [2.89587, -1.59994, -1.78009], [3.47509, 0.63764, -0.61754], [2.17336, 1.29722, -1.13134], [2.11330, -1.52707, 0.52494], [2.41110, -0.76126, 1.82596], [1.44131, 0.40163, 2.03935], [1.93775, 1.21102, 3.23700], [3.24845, 1.81738, 2.95355], [4.17768, 1.75251, 4.09259], [5.62672, 1.71565, 3.68499], [6.07687, 0.99306, 2.62760], [7.38717, 0.92671, 2.26705], [8.30133, 1.63617, 2.99224], [7.87210, 2.38914, 4.03498], [6.56336, 2.43286, 4.40015], [6.17847, 3.20744, 5.48485], [-1.23079, -2.51379, 6.49834], [0.53801, -2.34779, 6.65735], [-0.41620, -3.05517, 7.93169], [-0.14886, -3.08365, 4.19889], [-0.70631, -4.67697, 3.68820], [1.49082, -5.07618, 2.65697], [2.11875, -3.62678, 3.51503], [-0.19160, -3.47750, 1.52076], [0.58521, -2.20953, 2.34997], [4.83011, -4.01698, 0.26670], [5.04692, -4.30247, 3.00749], [4.59968, -2.10545, 3.17952], [5.03774, -2.08643, -0.93650], [5.07660, -1.22870, 0.54785], [1.94107, -1.29947, -1.96138], [3.52898, -1.16271, -2.44079], [3.93072, 1.16708, 0.60402], [4.52135, 0.74323, -1.55988], [2.33758, 1.68787, -2.06167], [1.21179, -1.05668, 0.12764], [2.29918, -1.39180, 2.70365], [3.43661, -0.40896, 1.91197], [0.45383, 0.00719, 2.25413], [1.42497, 1.07816, 1.18474], [1.17973, 1.95216, 3.48969], [1.97330, 0.53399, 4.09227], [3.05041, 2.80045, 2.81703], [4.05211, 2.58879, 4.77694], [3.98692, 0.86233, 4.69398], [5.34295, 0.44221, 2.04883], [7.70067, 0.31612, 1.43903], [9.34618, 1.62160, 2.73420], [8.58935, 2.95381, 4.61047], [6.09014, 2.61212, 6.23592], [2.18998, 2.85763, -3.50298], [1.39378, 2.78218, -4.60854], [1.85651, 3.29613, -5.79968], [1.04387, 3.21251, -6.92086], [-0.21226, 2.62817, -6.82962], [-0.65732, 2.12092, -5.61697], [0.15328, 2.19301, -4.49323], [2.83554, 3.75478, -5.84656], [1.39193, 3.60517, -7.86613], [-0.84471, 2.56893, -7.70484], [-1.63828, 1.67040, -5.54493], [-0.17072, 1.79877, -3.53791], [-5.31179, 4.20499, -3.76848], [-5.47417, 3.06476, -4.46616], [-6.56763, 2.93241, -5.29706], [-6.72981, 1.75862, -6.01772], [-5.80517, 0.73046, -5.89160], [-4.71349, 0.87976, -5.04734], [-4.54128, 2.05676, -4.33187], [-7.27985, 3.74014, -5.37777], [-7.58000, 1.64711, -6.67787], [-5.93644, -0.18575, -6.45147], [-3.99400, 0.07748, -4.94483], [-3.69279, 2.19597, -3.67406], [-0.87201, -1.07399, 4.80432], [-1.64934, -0.11177, 4.24585], [-1.95140, 1.01430, 4.98204], [-2.74148, 1.99802, 4.40483], [-3.22315, 1.83802, 3.11213], [-2.91220, 0.69398, 2.39123], [-2.11463, -0.29008, 2.95849], [-1.57265, 1.11641, 5.99068], [-2.98239, 2.89024, 4.96606], [-3.84280, 2.60512, 2.66827], [-3.29246, 0.56526, 1.38682], [-1.85766, -1.18920, 2.41128], [-10.41491, 2.44492, -7.25479], [-10.91294, 2.82539, -6.06040], [-10.25465, 3.80175, -5.34197], [-10.76577, 4.19652, -4.11475], [-11.92028, 3.60526, -3.62079], [-12.56619, 2.62120, -4.35730], [-12.06418, 2.22820, -5.58951], [-9.35467, 4.24584, -5.74361], [-10.26257, 4.96562, -3.54436], [-12.31649, 3.91178, -2.66204], [-13.46383, 2.15730, -3.97170], [-12.55700, 1.46882, -6.18186]],
  "homo_energy_ev": -10.46,
  "spin_multiplicity": 1,
  "total_charge": 1,
  "e_lumo_ev": -2.4747
}



Entry 3:
{
  "formula": "C46H55AlBN2O9",
  "method": "ωB97M-V with the def2-TZVPD basis set",
  "symbols": ["C", "C", "C", "C", "C", "C", "C", "O", "C", "O", "Al", "C", "C", "C", "C", "C", "C", "O", "C", "N", "C", "C", "O", "C", "B", "N", "O", "H", "H", "H", "H", "H", "H", "H", "H", "H", "H", "H", "H", "H", "H", "H", "H", "H", "H", "H", "H", "H", "H", "H", "H", "H", "H", "H", "H", "H", "H", "H", "H", "H", "H", "H", "H", "H", "H", "H", "C", "C", "C", "C", "C", "C", "C", "O", "C", "C", "C", "C", "C", "C", "C", "O", "H", "H", "H", "H", "H", "H", "H", "H", "C", "C", "C", "C", "C", "C", "C", "O", "C", "C", "C", "C", "C", "C", "C", "O", "H", "H", "H", "H", "H", "H", "H", "H"],
  "xyz": [[5.16077, 2.53211, 1.35253], [4.21945, 2.52951, 0.37332], [2.94495, 3.32740, 0.44336], [3.25312, 4.82288, 0.72968], [2.20600, 5.61645, 1.51558], [1.02302, 6.11314, 0.65321], [0.62178, 7.53819, 1.02450], [-0.03381, 8.21051, -0.04805], [-1.43314, 8.04789, -0.07962], [2.38730, 3.32579, -0.88338], [0.66892, 2.78670, -0.80172], [-0.77990, 3.84021, -1.70502], [-1.93544, 4.23963, -0.75771], [-2.41120, 3.10204, 0.17312], [-3.81944, 2.54779, -0.16366], [-4.85626, 2.74524, 0.94389], [-4.39418, 2.23863, 2.30937], [-4.16367, 3.34690, 3.20277], [-5.12166, 3.43738, 4.22498], [0.62191, 0.99208, -1.40594], [-0.54847, 0.57429, -2.18378], [-0.36394, 0.79023, -3.69016], [0.58833, 3.02780, 1.00733], [1.90189, 2.60178, 1.33572], [2.16725, 2.33466, 2.87009], [1.56237, 3.12168, 3.91928], [3.01944, 1.26874, 3.20353], [5.55287, 1.60795, 1.76889], [5.53969, 3.44992, 1.79276], [4.40944, 1.94258, -0.52278], [4.22470, 4.95589, 1.21032], [3.34164, 5.29657, -0.24651], [1.82881, 5.07801, 2.38266], [2.70264, 6.51323, 1.90580], [1.30546, 6.04191, -0.39614], [0.16311, 5.47042, 0.83198], [1.49746, 8.14495, 1.25984], [-0.02083, 7.50583, 1.91076], [-1.81874, 7.50463, 0.78641], [-1.90214, 9.03491, -0.10491], [-1.73921, 7.49037, -0.96817], [-0.31968, 4.76546, -2.07619], [-1.21946, 3.36594, -2.58578], [-2.79733, 4.51153, -1.38210], [-1.71140, 5.14563, -0.19613], [-1.72220, 2.25891, 0.17918], [-2.41969, 3.49008, 1.19378], [-4.15949, 2.95363, -1.11665], [-3.73087, 1.46730, -0.31358], [-5.73507, 2.15131, 0.66471], [-5.20911, 3.77464, 0.99954], [-5.13696, 1.58886, 2.77518], [-3.43490, 1.72705, 2.24220], [-4.92464, 2.69083, 5.00644], [-6.13852, 3.28599, 3.85017], [-5.05120, 4.41570, 4.69602], [0.77768, 0.32692, -0.65805], [-1.49437, 1.01643, -1.84150], [-0.67676, -0.50613, -2.03812], [-0.91853, 1.64486, -4.07731], [0.68929, 0.88827, -3.94459], [-0.73928, -0.08542, -4.22909], [1.94161, 1.56482, 0.92013], [1.94621, 2.90183, 4.82906], [0.55553, 3.02054, 3.91082], [2.60913, 0.43464, 2.96422], [0.54267, -6.98748, 1.95444], [1.52211, -6.14341, 1.43940], [1.43022, -4.77682, 1.63151], [0.35308, -4.24684, 2.32250], [-0.64532, -5.08505, 2.82106], [-0.53806, -6.45995, 2.64505], [-1.83770, -4.51941, 3.52187], [-2.70539, -5.24565, 3.96088], [-1.93703, -3.03628, 3.64632], [-3.06203, -2.46394, 4.22731], [-3.15596, -1.08442, 4.34153], [-2.12437, -0.26797, 3.88478], [-1.00405, -0.83791, 3.30538], [-0.91244, -2.21234, 3.18019], [0.28801, -2.77596, 2.51443], [1.18442, -2.05708, 2.12208], [0.61888, -8.05682, 1.80879], [2.35755, -6.55338, 0.88715], [2.19265, -4.11961, 1.23589], [-1.30649, -7.10958, 3.04059], [-3.86267, -3.09910, 4.58037], [-4.03701, -0.64128, 4.78735], [-2.19747, 0.80804, 3.97792], [-0.19144, -0.22256, 2.94345], [2.44069, -2.81260, -2.96638], [1.66155, -3.41082, -1.98221], [1.17610, -4.69645, -2.16112], [1.46030, -5.38904, -3.33063], [2.22710, -4.78087, -4.32987], [2.72225, -3.49639, -4.13799], [2.50788, -5.48435, -5.61032], [3.17695, -4.96773, -6.48077], [1.93606, -6.84963, -5.80284], [2.13888, -7.50502, -7.01083], [1.62689, -8.77663, -7.20219], [0.91619, -9.40390, -6.18398], [0.70726, -8.75353, -4.98026], [1.20835, -7.47202, -4.78807], [0.94571, -6.77417, -3.49600], [0.32624, -7.32684, -2.60965], [2.82074, -1.80995, -2.81852], [1.43277, -2.86930, -1.07254], [0.57204, -5.15723, -1.39109], [3.32252, -3.03492, -4.90951], [2.69498, -7.01325, -7.79687], [1.78198, -9.28326, -8.14585], [0.52204, -10.40073, -6.33315], [0.15207, -9.23302, -4.18603]],
  "homo_energy_ev": -4.80,
  "spin_multiplicity": 1,
  "total_charge": -1,
  "e_lumo_ev": 0.4562
}